1.
Formula: C26H33F2FeN2O3PS4
Source: the Open Molecules 2025 dataset
Level of theory: ωB97M-V/def2-TZVPD

```
72
Properties=species:S:1:pos:R:3:mulliken_charge:R:1
Fe -2.274 0.292 0.358 -0.1603
C -4.866 -4.700 3.631 -1.0227
C -4.990 -3.639 2.562 -0.2362
O -4.280 -2.448 2.966 -0.3452
P -2.908 -2.038 2.294 0.8903
S -2.277 -0.353 3.073 -0.5203
S -3.064 -2.014 0.288 -0.6461
O -2.003 -3.306 2.709 -0.1935
C -0.623 -3.326 2.336 0.3259
C -0.095 -4.723 2.562 -1.5275
H -5.446 -5.579 3.346 0.3693
H -5.244 -4.328 4.583 0.2909
H -3.825 -4.992 3.759 0.2008
H -6.025 -3.330 2.421 0.3568
H -4.605 -3.986 1.602 0.2811
H -0.092 -2.588 2.944 0.2015
H -0.533 -3.035 1.283 0.0763
H -0.220 -5.016 3.604 0.3664
H 0.969 -4.767 2.320 0.3802
H -0.623 -5.438 1.933 0.3411
N -0.437 -1.394 -2.063 -0.3873
C -0.655 -0.117 -2.434 0.7584
S -2.154 0.606 -2.157 -0.3789
N 0.389 0.469 -3.058 -0.1785
C 0.588 1.798 -3.500 0.8377
C -0.431 2.662 -3.882 -0.3340
C -0.110 3.940 -4.319 -0.8434
C 1.206 4.367 -4.396 -0.4422
C 2.222 3.492 -4.036 -0.8002
C 1.914 2.220 -3.591 -0.2838
H -1.142 -1.808 -1.468 0.0536
H 0.508 -1.728 -1.935 0.1336
H 1.227 -0.093 -3.094 0.0136
H -1.460 2.347 -3.835 0.4483
H -0.913 4.606 -4.609 0.3883
H 1.439 5.365 -4.741 0.4082
H 3.258 3.800 -4.094 0.3950
H 2.711 1.541 -3.310 0.2502
O -0.122 0.230 0.399 0.7529
S 0.690 0.196 1.676 0.6547
C 0.608 1.892 2.340 -1.3150
C 1.100 2.932 1.384 -0.1633
C 2.348 3.521 1.573 -0.1736
C 2.842 4.434 0.653 -0.6953
C 2.092 4.758 -0.469 -0.4693
C 0.845 4.180 -0.659 -0.8483
C 0.345 3.274 0.265 0.4778
C 2.394 0.193 1.069 -0.8975
C 2.594 -0.959 0.123 0.0724
C 3.095 -0.716 -1.151 -0.2880
C 3.262 -1.754 -2.058 -0.5255
C 2.914 -3.050 -1.701 -0.6192
C 2.422 -3.302 -0.427 -0.6390
C 2.272 -2.264 0.481 -0.0569
H 1.160 1.879 3.282 0.5783
H -0.457 1.992 2.563 0.3040
H 2.935 3.265 2.448 0.3776
H 3.809 4.893 0.814 0.4049
H 2.475 5.466 -1.193 0.4530
H 0.253 4.430 -1.530 0.6574
H -0.635 2.841 0.108 0.1150
H 3.035 0.121 1.952 0.5440
H 2.576 1.143 0.568 0.1495
H 3.363 0.298 -1.425 0.3940
H 3.666 -1.554 -3.043 0.3734
H 3.034 -3.860 -2.408 0.3862
H 2.154 -4.310 -0.138 0.3649
H 1.887 -2.469 1.473 0.5598
F -4.575 1.749 0.460 -0.3041
C -3.246 2.099 0.756 -0.0324
F -2.981 3.224 -0.025 -0.2881
H -3.288 2.466 1.789 0.2283
```

E in Eh: -4743.458212
F_max in eV/A: 0.3
E_LUMO (alpha / beta) in Ha: 0.0038 / 0.0038
Spin multiplicity: 5
Energy relative to the best compared isomer or geometry (same formula, charge and spin) in kcal/mol: 0.0
Kohn-Sham gap (alpha / beta) in eV: 7.2629 / 8.0941


2.
Formula: C5H10N2O3
Source: the Open Molecules 2025 dataset
Level of theory: ωB97M-V/def2-TZVPD

```
20
Properties=species:S:1:pos:R:3:mulliken_charge:R:1
N 1.829 1.686 -0.395 -0.4075
C 0.785 2.410 0.060 0.3800
O 0.761 3.620 0.119 -0.6092
C -0.404 1.667 0.706 -0.5011
C -0.871 0.369 -0.097 -0.8500
C -0.060 -0.964 0.345 0.1657
N 1.202 -1.145 -0.286 -0.7083
C -0.854 -2.149 -0.061 0.4121
O -0.524 -2.726 -1.042 -0.4995
O -1.974 -2.536 0.647 -0.5001
H 2.353 2.005 -1.180 0.2290
H 1.765 0.616 -0.305 0.3772
H -1.198 2.412 0.617 0.2634
H -0.081 1.508 1.745 0.3049
H -1.887 0.188 0.117 0.5188
H -0.744 0.473 -1.236 0.2922
H 0.153 -0.836 1.399 0.3853
H 1.666 -1.935 0.041 0.1825
H 1.274 -1.211 -1.228 0.2128
H -2.200 -1.855 1.283 0.3518
```

E in Eh: -531.757219
F_max in eV/A: 4.0
E_LUMO in Ha: 0.0127
SMILES string: NC(=O)CC[C@H](N)C(=O)O
Energy relative to the best compared isomer or geometry (same formula, charge and spin) in kcal/mol: 30.0
Kohn-Sham gap in eV: 9.7750


3.
Formula: C4H7NOS
Source: the Open Molecules 2025 dataset
Level of theory: ωB97M-V/def2-TZVPD

```
14
Properties=species:S:1:pos:R:3:mulliken_charge:R:1
C -0.080 -1.788 0.318 -0.9041
C -0.848 -0.541 0.115 0.5510
N -0.320 0.604 0.165 -0.4461
C -1.264 1.586 0.107 -0.6563
C -2.539 1.147 0.088 -0.1267
S -2.591 -0.572 -0.106 -0.1304
H 0.988 -1.504 0.110 0.2382
H -0.645 -2.649 -0.157 0.3082
H -0.082 -2.111 1.331 0.2819
H -1.051 2.557 0.410 0.4014
H -3.460 1.830 -0.166 0.3013
O 2.505 0.802 -0.111 -0.6910
H 3.123 0.412 0.621 0.3262
H 1.530 0.757 0.232 0.5464
```

E in Eh: -684.769754
F_max in eV/A: 3.6
E_LUMO in Ha: 0.0248
SMILES string: Cc1nccs1.O
Energy relative to the best compared isomer or geometry (same formula, charge and spin) in kcal/mol: 23.4
Kohn-Sham gap in eV: 10.0917


4.
Formula: C4H11NP2
Source: the Open Molecules 2025 dataset
Level of theory: ωB97M-V/def2-TZVPD

```
18
Properties=species:S:1:pos:R:3:mulliken_charge:R:1
C -1.121 1.314 -1.623 -0.6326
C -0.120 -0.434 1.245 -0.1765
C 1.256 -0.216 1.972 -1.0852
C 0.679 -1.699 -0.695 -0.9555
N -0.337 -0.901 0.002 -0.0459
P -1.035 2.621 -0.349 -0.0019
P -1.662 -0.370 -1.113 -0.0621
H -1.932 1.693 -2.386 0.3319
H -0.096 1.266 -2.311 0.2769
H -0.951 0.040 1.755 0.4430
H 1.155 0.066 3.069 0.3095
H 1.868 0.531 1.577 0.2694
H 1.752 -1.149 2.095 0.3651
H 1.374 -1.037 -1.291 0.3153
H 1.294 -2.186 0.056 0.3435
H 0.273 -2.379 -1.476 0.3046
H 0.233 2.849 -0.593 -0.0500
H -2.630 -0.009 0.067 0.0504
```

E in Eh: -896.302620
F_max in eV/A: 3.3
E_LUMO (alpha / beta) in Ha: 0.0294 / -0.0247
Energy relative to the best compared isomer or geometry (same formula, charge and spin) in kcal/mol: 86.8
Kohn-Sham gap (alpha / beta) in eV: 8.3536 / 5.3262